Computed, not measured: 3 unconnected molecules or ions with the total composition C8H17BIO4 in a non-equilibrium geometry, with ωB97M-V/def2-TZVPD.

Atoms and positions in Å:
1 O 2.7405 0.3741 -2.0278
2 B 2.0319 1.5051 -2.5434
3 O 2.4383 2.7788 -2.0674
4 C 0.8530 1.4151 -3.5992
5 C -0.5303 1.8240 -2.9747
6 I -1.4321 0.0025 -2.0743
7 H 3.1948 0.0502 -2.7896
8 H 2.5263 3.3284 -2.8285
9 H 1.0630 2.1484 -4.3943
10 H 0.7915 0.3970 -3.9850
11 H -0.3381 2.4483 -2.0852
12 C -4.2906 0.3418 0.9946
13 C -4.4211 -1.0910 0.5516
14 O -4.5528 -1.3744 -0.6111
15 C -4.3695 -2.1541 1.6202
16 H -4.3369 0.9924 0.1244
17 H -5.1041 0.5972 1.6782
18 H -3.3313 0.4901 1.4926
19 H -5.1857 -2.0090 2.3309
20 H -3.4143 -2.1071 2.1456
21 H -4.4710 -3.1347 1.1596
22 C 3.6892 -1.1820 2.9741
23 C 2.4513 -0.8863 2.1618
24 O 1.3678 -1.2916 2.5151
25 C 2.6344 -0.0745 0.9080
26 H 3.4187 -1.7728 3.8480
27 H 4.4033 -1.7459 2.3720
28 H 4.1482 -0.2490 3.3048
29 H 3.3018 -0.5895 0.2204
30 H 3.0505 0.9036 1.1578
31 H 1.6734 0.0649 0.4207

Output
* calculated total energy: -938.57475 a.u.
* net charge: -1
* multiplicity: 1
* LUMO energy: 2.9 eV